Entry 1:
C34H65BF14N9O13S2 | ωB97M-V with the def2-TZVPD basis set

Geometry as XYZ:
```
138
Properties=species:S:1:pos:R:3
C 5.909 -2.449 0.928
B 5.612 -1.284 -0.084
O 5.383 -1.591 -1.404
C 5.561 0.283 0.247
C 4.118 0.727 0.496
O 3.611 -0.083 1.550
C 4.210 0.242 2.758
S 3.513 -0.889 4.019
O 4.568 -1.684 4.578
O 2.796 -0.084 4.953
C 2.173 -1.957 3.243
F 1.531 -2.432 4.324
F 1.323 -1.183 2.556
C 2.617 -3.150 2.357
F 2.853 -2.650 1.133
F 3.717 -3.743 2.830
C 1.496 -4.249 2.205
F 0.274 -3.717 2.260
F 1.657 -4.764 0.970
C 1.643 -5.451 3.180
F 2.596 -6.285 2.753
F 1.894 -5.049 4.425
F 0.467 -6.104 3.169
C 5.764 0.225 2.733
S 6.358 1.235 4.123
O 6.622 2.562 3.650
O 5.414 1.154 5.189
C 7.889 0.435 4.814
F 8.979 1.018 4.318
F 7.903 -0.864 4.485
C 7.922 0.552 6.378
F 7.076 -0.298 6.941
F 9.180 0.218 6.725
F 7.701 1.814 6.750
N 6.352 0.729 1.452
C 7.844 0.530 1.340
C 8.570 1.851 1.323
N 7.995 2.737 0.304
H 6.967 -2.566 1.145
H 5.533 -3.364 0.493
H 5.357 -2.296 1.847
H 6.176 -1.558 -1.939
H 5.893 0.866 -0.604
H 3.489 0.614 -0.397
H 4.123 1.759 0.856
H 3.890 1.243 3.051
H 6.092 -0.785 2.953
H 6.233 1.753 1.503
H 8.101 -0.001 0.431
H 8.199 -0.078 2.160
H 9.596 1.602 1.059
H 8.613 2.308 2.301
H 8.707 3.315 -0.108
H 7.562 2.178 -0.415
C 0.747 0.581 -0.619
O 1.804 1.029 -1.068
N -0.343 0.344 -1.330
C -1.552 -0.197 -0.735
C -0.362 0.621 -2.764
H 0.632 0.330 0.448
H -1.779 -1.152 -1.211
H -2.387 0.485 -0.895
H -1.426 -0.355 0.334
H 0.402 0.029 -3.266
H -0.152 1.676 -2.940
H -1.332 0.372 -3.171
C 4.749 7.312 3.980
O 4.683 8.520 3.921
N 5.376 6.622 4.952
C 5.420 5.174 4.962
C 6.026 7.362 6.022
H 4.288 6.658 3.217
H 4.948 4.791 5.870
H 6.456 4.835 4.929
H 4.893 4.777 4.097
H 5.297 7.980 6.546
H 6.792 8.019 5.610
H 6.482 6.666 6.721
C -4.620 -3.017 -0.177
O -4.850 -1.816 -0.190
N -3.973 -3.656 0.807
C -3.753 -5.091 0.767
C -3.490 -2.891 1.943
H -4.949 -3.689 -0.983
H -4.227 -5.565 1.627
H -2.682 -5.305 0.788
H -4.183 -5.507 -0.140
H -4.321 -2.390 2.439
H -2.786 -2.127 1.608
H -2.996 -3.556 2.645
C -7.634 -3.910 -0.934
O -7.165 -5.039 -0.969
N -8.866 -3.575 -1.326
C -9.351 -2.205 -1.281
C -9.749 -4.620 -1.819
H -7.055 -3.051 -0.561
H -10.221 -2.142 -0.625
H -9.630 -1.890 -2.286
H -8.576 -1.541 -0.902
H -9.902 -5.375 -1.047
H -9.305 -5.106 -2.687
H -10.705 -4.185 -2.098
C -7.477 -1.009 -3.703
O -8.526 -1.085 -4.321
N -6.580 -0.023 -3.838
C -5.340 0.017 -3.082
C -6.865 1.046 -4.780
H -7.170 -1.780 -2.975
H -5.302 0.928 -2.485
H -4.487 0.009 -3.768
H -5.273 -0.842 -2.419
H -7.792 1.547 -4.501
H -6.987 0.635 -5.784
H -6.051 1.764 -4.769
C -5.668 4.630 -2.845
O -5.543 3.423 -2.939
N -5.803 5.466 -3.886
C -5.949 6.899 -3.712
C -5.805 4.910 -5.230
H -5.681 5.146 -1.871
H -6.897 7.234 -4.135
H -5.133 7.422 -4.214
H -5.928 7.150 -2.654
H -6.624 4.199 -5.338
H -4.869 4.384 -5.418
H -5.923 5.711 -5.954
C -2.396 -1.576 -5.161
O -1.981 -0.429 -5.141
N -3.429 -1.998 -5.901
C -3.883 -3.377 -5.881
C -4.117 -1.036 -6.749
H -1.945 -2.376 -4.549
H -3.812 -3.808 -6.880
H -4.921 -3.424 -5.547
H -3.269 -3.962 -5.201
H -3.420 -0.607 -7.468
H -4.523 -0.227 -6.142
H -4.926 -1.532 -7.278
```

## Properties
- Orbital gap: 7.39 eV
- Charge: +1
- Multiplicity: 1
- LUMO energy: -2.72 eV

Atomic partial charges in e from the Löwdin method, atoms 1 to 8: 0.039 -0.430 0.169 -0.091 -0.080 -0.101 -0.312 0.817

***

Entry 2:
C34H66N5O15 | ωB97M-V with the def2-TZVPD basis set

Geometry as XYZ:
```
120
Properties=species:S:1:pos:R:3
C 0.031 -1.372 0.577
C 0.289 -0.175 -0.353
O -0.214 -0.174 -1.492
O 1.049 0.756 0.040
H 0.168 -1.155 1.637
H 0.732 -2.152 0.272
H -0.992 -1.756 0.553
C 1.253 4.919 1.667
C 0.830 4.030 0.483
C -0.691 3.896 0.315
O -1.040 3.021 -0.722
C -2.421 2.777 -0.732
N 1.422 4.627 -0.758
H 2.265 5.315 1.580
H 1.200 4.460 2.661
H 0.582 5.787 1.693
H 1.335 3.066 0.567
H -1.152 4.859 0.045
H -1.033 3.654 1.333
H -2.960 3.735 -0.746
H -2.802 2.218 0.127
H -2.728 2.236 -1.624
H 0.963 5.533 -0.923
H 2.287 5.044 -0.412
C -0.300 -5.890 -5.583
C -0.582 -4.375 -5.476
C -0.166 -3.759 -4.135
O -1.082 -4.190 -3.151
C -0.722 -3.673 -1.858
N 0.215 -3.750 -6.536
H -0.534 -6.193 -6.602
H -0.797 -6.460 -4.798
H 0.759 -6.078 -5.385
H -1.664 -4.262 -5.594
H -0.323 -2.680 -4.254
H 0.867 -4.018 -3.895
H -0.783 -2.589 -1.948
H 0.228 -4.104 -1.537
H -1.434 -4.052 -1.126
H -0.095 -4.122 -7.421
H 0.209 -2.740 -6.515
C -1.198 -1.880 6.470
C -1.460 -2.202 4.990
C -1.997 -0.939 4.321
O -2.570 -1.213 3.072
C -3.095 -0.106 2.384
N -0.134 -2.576 4.420
H -0.510 -1.041 6.568
H -0.677 -2.733 6.907
H -2.140 -1.715 6.993
H -2.087 -3.089 4.908
H -1.208 -0.197 4.138
H -2.607 -0.384 5.058
H -2.534 0.831 2.478
H -4.096 0.079 2.799
H -3.154 -0.338 1.322
H -0.302 -2.624 3.419
H 0.543 -1.846 4.603
C 6.205 1.076 -0.384
C 5.026 1.105 -1.410
C 4.193 -0.156 -1.466
O 3.054 -0.042 -2.286
C 2.659 -1.278 -2.839
N 4.110 2.200 -1.023
H 6.772 0.136 -0.407
H 5.829 1.149 0.633
H 6.846 1.912 -0.658
H 5.421 1.294 -2.414
H 3.815 -0.339 -0.443
H 4.740 -1.094 -1.637
H 1.865 -1.064 -3.557
H 2.240 -1.875 -2.027
H 3.410 -1.759 -3.475
H 3.916 2.026 -0.032
H 4.698 3.034 -0.981
C -2.090 5.337 -5.225
C -1.464 4.368 -4.220
C -1.895 2.959 -4.691
O -1.356 1.915 -3.919
C -1.951 0.709 -4.314
N 0.015 4.461 -4.262
H -1.913 6.411 -5.097
H -3.186 5.323 -5.227
H -1.689 5.111 -6.215
H -1.907 4.362 -3.224
H -1.717 2.861 -5.773
H -2.988 2.910 -4.555
H -1.541 -0.084 -3.683
H -1.819 0.396 -5.356
H -3.028 0.652 -4.093
H 0.172 5.442 -4.018
H 0.244 4.482 -5.257
C -4.150 -5.054 3.696
C -5.011 -4.337 2.960
C -4.685 -3.789 1.615
O -5.521 -3.309 0.873
C -3.276 -3.829 1.307
C -2.363 -4.386 2.111
C -2.739 -5.152 3.359
O -1.969 -5.837 3.992
O -1.054 -4.278 1.875
O -6.266 -4.096 3.357
H -4.437 -5.345 4.699
H -2.924 -3.407 0.374
H -0.555 -4.800 2.527
H -6.699 -3.531 2.695
C 1.649 2.048 4.956
C 1.878 1.750 3.663
C 3.286 1.777 3.113
O 3.559 1.558 1.960
C 4.356 2.073 4.094
C 4.094 2.452 5.349
C 2.693 2.443 5.896
O 2.457 2.602 7.076
O 5.102 2.799 6.170
O 0.888 1.326 2.872
H 0.643 1.973 5.344
H 5.382 1.968 3.769
H 4.740 2.989 7.050
H 1.291 1.212 1.963
```

## Properties
- Orbital gap: 5.08 eV
- Charge: -1
- Multiplicity: 1
- ΔE to the lowest compared entry with this formula, charge and spin: 0.0 kcal/mol
- LUMO energy: 0.43 eV

Atomic partial charges in e from the Löwdin method, atoms 1 to 8: -0.022 -0.724 -0.043 -0.069 0.045 0.069 0.048 -0.070

***

Look up the orbital gap of the second one.
5.08 eV